Record 1
{"formula": "C5H20N10O5", "method": "ωB97M-V with the def2-TZVPD basis set", "elements": ["N", "C", "N", "O", "H", "H", "H", "H", "N", "C", "N", "O", "H", "H", "H", "H", "N", "C", "N", "O", "H", "H", "H", "H", "N", "C", "N", "O", "H", "H", "H", "H", "N", "C", "N", "O", "H", "H", "H", "H"], "xyz": [[2.386, 3.018, 0.823], [3.286, 3.111, 1.811], [3.129, 2.306, 2.858], [4.240, 3.873, 1.724], [1.886, 2.146, 0.722], [2.615, 3.606, 0.035], [2.287, 1.773, 2.696], [3.813, 2.191, 3.592], [-1.127, -0.089, 0.601], [-0.125, 0.741, 0.404], [-0.519, 1.922, -0.077], [0.998, 0.559, 0.748], [-2.072, 0.231, 0.446], [-0.850, -1.019, 0.883], [-1.452, 2.297, -0.178], [0.105, 2.687, -0.292], [-2.738, -3.647, -0.237], [-3.318, -2.758, -0.883], [-3.784, -1.818, -0.156], [-3.526, -2.857, -2.048], [-2.294, -4.428, -0.700], [-2.457, -3.369, 0.692], [-3.895, -0.933, -0.628], [-3.583, -1.827, 0.834], [-1.144, 1.119, -3.078], [-2.320, 0.565, -3.116], [-2.647, 0.319, -4.320], [-2.964, 0.390, -2.137], [-0.918, 1.466, -3.999], [-0.780, 1.277, -2.149], [-3.656, 0.301, -4.300], [-2.134, 0.325, -5.190], [3.649, -0.965, 2.239], [3.147, -2.133, 2.011], [2.095, -1.981, 1.305], [3.579, -3.161, 2.622], [3.351, -0.294, 1.545], [4.373, -0.973, 2.942], [1.721, -1.127, 0.915], [1.641, -2.845, 1.043]], "total_charge": 0, "relative_energy_kj_mol": 385.2, "gap_ha": 0.34037, "smiles": "NC(N)=O.NC(N)=O.NC(N)=O.NC(N)=O.NC(N)=O"}

***

Record 2
{"formula": "C5H20N10O5", "method": "ωB97M-V with the def2-TZVPD basis set", "elements": ["N", "C", "N", "O", "H", "H", "H", "H", "N", "C", "N", "O", "H", "H", "H", "H", "N", "C", "N", "O", "H", "H", "H", "H", "N", "C", "N", "O", "H", "H", "H", "H", "N", "C", "N", "O", "H", "H", "H", "H"], "xyz": [[2.036, -2.956, -3.723], [1.574, -1.699, -3.970], [2.132, -0.804, -3.051], [0.770, -1.388, -4.820], [1.597, -3.769, -4.117], [2.734, -3.131, -3.030], [2.904, -1.138, -2.508], [2.013, 0.188, -3.173], [0.182, -0.970, -0.862], [-0.170, -0.155, 0.141], [-1.330, -0.486, 0.801], [0.538, 0.787, 0.511], [1.052, -0.808, -1.360], [-0.321, -1.828, -1.006], [-1.440, 0.148, 1.570], [-1.992, -1.151, 0.431], [2.774, 1.554, 2.369], [3.841, 1.456, 1.570], [3.507, 1.277, 0.285], [5.008, 1.613, 1.958], [2.865, 1.519, 3.367], [1.844, 1.407, 2.002], [2.519, 1.224, 0.083], [4.210, 1.236, -0.427], [-1.659, 2.697, 2.612], [-1.730, 3.452, 3.753], [-2.297, 4.669, 3.534], [-1.292, 3.088, 4.832], [-2.287, 2.927, 1.866], [-1.166, 1.826, 2.654], [-2.084, 5.299, 4.293], [-2.555, 5.093, 2.665], [-3.709, -2.175, -0.366], [-3.029, -2.250, -1.527], [-2.117, -3.284, -1.592], [-3.392, -1.649, -2.533], [-4.483, -1.542, -0.290], [-3.401, -2.854, 0.308], [-2.139, -3.989, -0.876], [-1.507, -3.433, -2.373]], "total_charge": 0, "relative_energy_kj_mol": 124.8, "gap_ha": 0.33304, "smiles": "NC(N)=O.NC(N)=O.NC(N)=O.NC(N)=O.NC(N)=O"}

***

Record 3
{"formula": "C5H20N10O5Tl", "method": "ωB97M-V with the def2-TZVPD basis set", "elements": ["Tl", "C", "O", "N", "N", "H", "H", "H", "H", "C", "O", "N", "N", "H", "H", "H", "H", "C", "O", "N", "N", "H", "H", "H", "H", "C", "O", "N", "N", "H", "H", "H", "H", "C", "O", "N", "N", "H", "H", "H", "H"], "xyz": [[-21.015, -5.066, 20.148], [-18.240, 1.825, 20.962], [-18.982, 0.847, 20.921], [-16.993, 1.776, 20.730], [-18.651, 3.071, 20.835], [-16.437, 2.601, 20.559], [-16.605, 0.881, 20.468], [-19.627, 3.286, 20.981], [-18.027, 3.865, 20.839], [-16.369, -10.317, 22.574], [-17.073, -9.501, 22.122], [-16.000, -10.219, 23.798], [-16.212, -11.549, 22.134], [-15.353, -10.962, 24.016], [-16.107, -9.381, 24.352], [-16.677, -11.851, 21.290], [-15.418, -12.006, 22.558], [-22.750, -1.643, 26.604], [-22.427, -2.188, 25.543], [-21.909, -1.550, 27.662], [-23.838, -1.077, 26.966], [-20.968, -1.740, 27.349], [-22.264, -1.197, 28.539], [-23.780, -0.378, 27.693], [-24.486, -1.011, 26.194], [-19.618, -8.172, 13.630], [-20.215, -7.761, 14.567], [-18.360, -7.900, 13.386], [-20.099, -8.960, 12.703], [-17.900, -7.258, 14.016], [-17.965, -8.471, 12.652], [-19.514, -9.410, 12.014], [-21.089, -9.144, 12.786], [-13.935, -4.029, 18.555], [-15.042, -4.310, 18.592], [-13.069, -4.149, 19.493], [-13.421, -3.568, 17.466], [-13.292, -4.458, 20.428], [-12.090, -3.988, 19.303], [-13.985, -3.402, 16.644], [-12.417, -3.480, 17.527]], "total_charge": 3, "relative_energy_kj_mol": 855.5, "gap_ha": 0.04462}

***

Record 4
{"formula": "C5H20NO6", "method": "ωB97M-V with the def2-TZVPD basis set", "elements": ["C", "C", "C", "C", "N", "C", "O", "H", "H", "H", "H", "H", "H", "H", "H", "H", "H", "H", "H", "O", "H", "H", "O", "H", "H", "O", "H", "H", "O", "H", "H", "O"], "xyz": [[-0.946, 0.474, -2.015], [0.566, 0.716, -1.955], [1.457, -0.445, -2.194], [1.105, -1.674, -2.539], [-1.648, -0.047, -0.811], [-0.827, -0.221, 0.364], [-0.718, 0.913, 1.193], [-1.108, -0.244, -2.831], [-1.429, 1.405, -2.302], [0.758, 1.270, -1.033], [0.758, 1.541, -2.658], [2.478, -0.237, -1.901], [1.908, -2.380, -2.711], [0.097, -2.039, -2.686], [-2.335, 0.652, -0.565], [-1.225, -1.024, 1.013], [0.186, -0.587, 0.165], [-0.897, -3.555, -0.772], [-0.974, -3.397, 0.724], [-0.627, -3.996, 0.047], [-2.544, 1.207, 1.520], [-2.858, 2.651, 1.657], [-3.309, 1.802, 1.690], [0.227, 3.343, 1.041], [0.655, 1.952, 0.865], [1.056, 2.862, 0.867], [2.292, -1.172, 1.667], [2.954, -0.741, 2.978], [3.099, -1.263, 2.180], [1.328, 1.062, 2.976], [-0.073, 0.595, 2.626], [0.597, 0.580, 3.397]], "total_charge": -1, "relative_energy_kj_mol": 140.4, "gap_ha": 0.30531}

***

Record 5
{"formula": "C5H20O5", "method": "ωB97M-V with the def2-TZVPD basis set", "elements": ["C", "O", "H", "H", "H", "H", "C", "O", "H", "H", "H", "H", "C", "O", "H", "H", "H", "H", "C", "O", "H", "H", "H", "H", "C", "O", "H", "H", "H", "H"], "xyz": [[1.242, -1.360, -4.195], [1.482, -0.826, -5.489], [0.986, -0.602, -3.454], [0.389, -2.049, -4.247], [2.036, -2.024, -3.829], [2.422, -0.668, -5.597], [-3.610, 0.400, -0.842], [-4.750, 1.171, -1.229], [-3.167, 0.870, 0.034], [-3.918, -0.617, -0.591], [-2.875, 0.331, -1.641], [-4.663, 1.389, -2.158], [3.420, 0.504, 0.026], [2.532, -0.391, -0.643], [4.170, -0.028, 0.615], [3.900, 1.189, -0.679], [2.840, 1.116, 0.714], [3.086, -1.008, -1.128], [-0.247, 0.409, 0.890], [-0.293, -0.269, -0.340], [-0.508, 1.464, 0.770], [-0.944, -0.045, 1.601], [0.732, 0.313, 1.376], [0.592, -0.486, -0.641], [-0.557, 0.420, 5.273], [-1.508, -0.011, 4.311], [-0.862, 1.388, 5.675], [-0.424, -0.313, 6.068], [0.408, 0.578, 4.784], [-1.911, -0.844, 4.566]], "total_charge": 0, "relative_energy_kj_mol": 202.7, "gap_ha": 0.37445, "smiles": "CO.CO.CO.CO.CO"}

***

Record 6
{"formula": "C5H20O5Ti", "method": "ωB97M-V with the def2-TZVPD basis set", "elements": ["Ti", "C", "O", "H", "H", "H", "H", "C", "O", "H", "H", "H", "H", "C", "O", "H", "H", "H", "H", "C", "O", "H", "H", "H", "H", "C", "O", "H", "H", "H", "H"], "xyz": [[20.099, -7.571, 5.070], [18.298, -7.912, 7.992], [18.257, -7.788, 6.557], [17.804, -7.023, 8.385], [17.962, -8.860, 8.414], [19.289, -7.745, 8.415], [17.305, -7.812, 6.439], [20.640, -8.359, 2.185], [21.524, -7.825, 3.195], [20.794, -9.437, 2.136], [19.601, -8.158, 2.450], [20.976, -7.971, 1.223], [22.349, -8.307, 3.289], [19.255, -10.925, 4.601], [20.113, -10.049, 5.302], [19.265, -11.888, 5.113], [18.208, -10.627, 4.544], [19.551, -11.092, 3.565], [20.903, -10.538, 5.544], [20.633, -4.606, 4.889], [19.519, -5.494, 4.788], [21.275, -4.831, 5.740], [21.240, -4.752, 3.995], [20.293, -3.581, 5.038], [18.769, -4.951, 5.045], [22.861, -7.832, 7.272], [21.668, -7.360, 6.850], [23.084, -7.371, 8.234], [23.187, -8.872, 7.263], [23.483, -7.325, 6.534], [21.589, -6.549, 7.356]], "total_charge": 2, "spin_multiplicity": 5, "gap_ha": [0.18139, 0.16408]}